Here is C30H41Br6F6NO20 as an isolated structure at a distorted geometry from the OMol25 dataset. Energies are from the ωB97M-V functional and the def2-TZVPD basis.

Last column: Mulliken charge in e.
Cartesian coordinates (Å):
C  -3.55  0.11  0.81  -2.307
C  -3.11  1.33  0.02  1.551
C  -2.04  2.06  0.75  -1.218
C  -1.20  2.95  -0.08  -0.332
C  -0.69  2.35  -1.34  -1.015
C  -1.76  1.80  -2.19  1.669
N  -2.78  0.92  -1.46  1.365
O  -3.52  0.39  -2.09  -0.703
C  -1.25  1.01  -3.42  -0.950
C  -2.61  2.87  -2.72  -1.281
C  -4.44  2.17  -0.14  -1.605
H  -4.39  -0.43  0.38  0.582
H  -3.84  0.37  1.81  0.741
H  -2.71  -0.56  1.04  -0.171
H  -1.43  1.26  1.12  0.132
H  -2.67  2.46  1.54  0.726
H  -0.41  3.25  0.62  -0.670
H  -1.75  3.88  -0.29  0.657
H  -0.05  1.46  -1.14  -0.147
H  -0.21  2.86  -2.15  0.903
H  -1.69  0.00  -3.66  0.050
H  -0.22  0.74  -3.11  -0.281
H  -1.19  1.60  -4.32  0.356
H  -2.98  3.61  -2.00  0.411
H  -3.31  2.59  -3.54  0.285
H  -1.77  3.43  -3.16  0.537
H  -3.99  3.05  -0.57  0.511
H  -4.87  2.43  0.82  0.420
H  -5.21  1.67  -0.69  0.343
C  -0.62  -0.74  0.15  -0.704
O  -1.42  -0.50  -0.95  0.205
H  -0.01  0.11  0.49  -0.108
H  -1.11  -1.16  1.00  0.121
H  0.10  -1.54  -0.09  -0.286
C  0.39  -4.85  4.18  -0.169
Br  0.59  -4.07  2.33  0.006
Br  1.02  -6.68  4.22  -0.036
Br  -1.25  -4.50  5.00  0.017
H  1.23  -4.30  4.60  0.179
C  2.74  -2.89  -4.32  -0.115
Br  1.66  -1.35  -3.59  0.127
Br  4.37  -2.39  -5.09  -0.011
Br  1.65  -4.05  -5.40  -0.049
H  2.92  -3.46  -3.44  0.127
C  3.87  3.93  -1.50  -0.499
C  3.03  2.83  -2.28  0.980
O  3.34  1.53  -1.79  -0.116
C  3.98  1.80  -0.61  0.374
O  4.22  0.96  0.18  -0.354
O  4.26  3.13  -0.33  -0.360
F  3.33  2.98  -3.63  -0.360
H  3.20  4.69  -1.18  0.358
H  4.73  4.31  -2.14  0.236
H  1.96  3.08  -2.17  -0.280
C  1.49  4.39  2.53  -0.064
C  2.47  5.22  3.32  0.266
O  2.89  6.20  2.46  -0.351
C  2.66  5.73  1.17  0.518
O  3.11  6.23  0.19  -0.566
O  1.89  4.63  1.16  -0.166
F  3.53  4.53  3.73  -0.296
H  0.51  4.76  2.64  0.381
H  1.58  3.32  2.73  -0.135
H  2.10  5.62  4.28  0.296
C  -1.87  -2.62  -3.44  0.552
C  -1.61  -4.15  -3.06  0.457
O  -1.96  -4.79  -4.23  -0.318
C  -2.71  -3.94  -4.99  0.524
O  -3.31  -4.22  -5.97  -0.539
O  -2.89  -2.77  -4.38  -0.325
F  -2.55  -4.46  -2.09  -0.335
H  -0.95  -2.21  -3.95  -0.213
H  -2.19  -2.10  -2.58  -0.163
H  -0.66  -4.57  -2.65  0.334
C  3.34  0.14  4.09  -0.002
C  2.16  -0.76  3.94  0.921
O  1.00  0.00  4.23  -0.334
C  1.32  1.27  4.37  0.654
O  0.56  2.17  4.45  -0.525
O  2.69  1.43  4.42  -0.345
F  2.21  -1.81  4.82  -0.329
H  3.91  0.24  3.15  0.090
H  3.99  -0.20  4.92  0.264
H  1.82  -1.20  3.01  -0.302
C  -3.38  -3.41  1.72  -0.019
C  -4.76  -3.57  1.15  0.336
O  -5.43  -2.47  1.64  -0.330
C  -4.75  -2.00  2.69  0.647
O  -5.11  -1.11  3.40  -0.560
O  -3.54  -2.61  2.86  -0.182
F  -5.35  -4.73  1.55  -0.346
H  -2.70  -3.02  1.01  -0.043
H  -3.02  -4.39  1.99  0.370
H  -4.84  -3.54  0.08  0.296
C  3.14  -1.90  -0.21  1.383
C  4.35  -1.97  0.68  0.578
O  5.21  -2.83  0.09  -0.357
C  4.58  -3.36  -1.00  0.355
O  5.06  -4.29  -1.68  -0.595
O  3.31  -2.96  -1.10  -0.133
F  3.93  -2.43  1.93  -0.307
H  3.03  -0.90  -0.68  -0.645
H  2.24  -2.01  0.31  -0.566
H  4.92  -1.09  0.85  0.331

Its HOMO-LUMO gap is 8.49 eV. The calculation puts the highest occupied orbital energy at -8.97 eV. The calculation puts the maximum force at 10.2 eV Å⁻¹. The net charge is 0. Its spin multiplicity is 1.